No. 1
Density functional theory data (the ωB97M-V functional and the def2-TZVPD basis) for a molecular structure, C43H43BrIrN5O6S2.

DFT total energy: -5864.3117 Eh
Net charge: 0
Spin multiplicity: 5
⟨S²⟩: 6.05

```
101
Properties=species:S:1:pos:R:3:forces:R:3:lowdin_charge:R:1
C 2.9174 2.9557 2.9634 0.02 -0.01 -0.01 -0.112
S -2.9717 2.1617 -1.0132 0.31 -0.11 0.02 0.616
H 4.5072 -0.2492 4.5759 0.00 0.00 0.00 0.141
C -2.8918 -1.5421 4.2096 0.07 0.01 -0.01 -0.006
C 2.8282 1.1089 4.6420 0.01 0.01 0.01 -0.113
H 0.7790 1.5784 1.9129 0.05 -0.03 -0.01 0.046
C -6.5453 1.0770 -0.0133 0.01 0.00 0.04 -0.030
C -1.9865 -1.3357 3.1842 -0.07 0.02 0.14 -0.230
H 0.3346 0.5770 -4.4153 0.02 0.01 -0.01 0.123
C 0.4280 1.0797 -3.4638 0.01 0.05 -0.01 0.053
H 2.6563 3.4759 -4.2733 0.00 -0.02 -0.01 0.124
H -4.2935 -0.5736 5.5170 0.00 0.00 0.01 0.115
H -8.4568 1.9857 -0.3246 -0.02 0.00 0.00 0.103
H -3.0618 -2.5563 4.5375 -0.02 -0.01 0.00 0.125
C -7.3888 2.0798 -0.4704 0.02 0.04 -0.02 -0.066
O -2.2297 3.2652 -0.4568 -0.10 -0.02 -0.04 -0.352
H 1.0815 3.5541 -5.0581 0.01 0.01 0.00 0.137
C -6.8850 3.2100 -1.1155 -0.02 -0.03 0.03 -0.072
H -3.3404 -3.6820 -2.3360 0.00 -0.01 -0.01 0.122
H 0.6708 2.7348 -0.0619 0.01 0.00 0.01 0.106
H -5.1142 4.2240 -1.8266 0.02 0.01 -0.02 0.120
C -3.2481 0.8186 4.2689 0.01 -0.09 0.06 -0.099
H 0.5640 -2.4816 -0.3325 0.05 0.00 -0.01 0.063
H 1.7580 3.8165 -2.0076 0.00 0.01 -0.01 0.123
C -4.7044 2.3528 -0.8415 -0.13 0.19 -0.19 -0.233
H -7.5650 3.9777 -1.4599 -0.02 0.00 0.00 0.103
H -4.1143 -1.7053 -4.9274 0.00 -0.01 -0.01 0.136
C -0.1758 0.5583 -2.3307 -0.11 -0.13 -0.06 -0.209
N -0.0291 1.1291 -1.1294 0.22 -0.32 0.01 -0.001
C 3.2760 -0.5830 2.8460 0.02 0.00 -0.03 -0.065
C -5.1825 1.2315 -0.2028 0.06 -0.19 0.05 -0.229
C 1.2284 2.8810 -2.1331 -0.01 0.05 0.07 0.009
C 1.7947 2.8761 -4.5854 -0.01 0.03 0.01 -0.207
N 1.7739 -0.6179 0.8497 0.21 0.17 0.32 0.098
H 3.3647 3.6216 3.7068 0.01 0.01 0.00 0.122
H -4.3186 -3.9670 -5.5001 -0.03 0.01 0.03 0.092
H 1.7384 -5.2909 -2.4348 0.02 0.00 -0.01 0.076
C 5.8532 -2.6524 -1.1784 0.01 0.01 -0.01 -0.047
H 0.7593 0.2699 3.1009 0.02 -0.03 -0.01 0.105
H 2.1807 0.4033 5.1699 -0.01 -0.01 0.00 0.124
C 3.9175 0.3517 3.8790 -0.02 -0.01 -0.01 -0.279
C -2.2951 0.9221 3.2735 0.05 0.15 -0.03 -0.715
C 2.0084 1.9367 3.6507 -0.02 -0.02 -0.02 -0.282
C -2.5491 -2.1061 -3.5616 0.05 0.16 -0.08 -0.165
H 2.3364 3.5803 2.2774 -0.02 0.00 -0.01 0.120
C 2.4297 -1.5216 0.0855 -0.12 -0.02 0.03 -0.238
Br -1.7862 2.6439 2.6835 -0.08 0.01 -0.03 0.856
C -5.5203 3.3586 -1.3220 -0.06 -0.07 0.09 -0.034
C 0.6348 2.2797 -1.0430 -0.06 0.00 -0.01 -0.126
H 2.7421 1.9036 0.4673 0.01 0.00 -0.02 0.103
N -1.6932 -0.1160 2.7195 0.06 -0.21 -0.27 -0.029
C 3.3706 1.3081 1.1338 -0.01 0.05 0.01 -0.069
N -1.2404 -1.3102 -1.2652 -0.07 -0.05 0.04 0.002
C -3.5503 -0.4498 4.7403 -0.01 0.05 0.00 -0.038
H 2.7655 1.3026 -5.1916 0.02 0.01 -0.03 0.096
O -1.3716 -3.6057 3.0704 -0.09 -0.10 0.03 0.054
C 1.6143 -2.4747 -0.5717 -0.03 -0.08 -0.10 0.026
Ir -0.5691 -0.2123 0.6465 -0.31 0.64 -0.04 1.282
C -1.0599 -0.6395 -2.4040 0.20 0.13 0.07 -0.220
C 2.1303 -3.4209 -1.4340 0.02 0.03 0.04 -0.245
H 5.6164 0.8184 2.6178 0.00 -0.01 -0.01 0.120
C 1.4054 0.9969 2.6042 0.01 0.06 0.06 -0.156
C -3.3142 -2.4460 -4.8086 -0.02 -0.07 0.05 -0.205
H 4.0456 -1.1919 2.3742 0.03 0.01 -0.04 0.110
H 6.0967 -3.1039 -2.1394 0.00 0.00 -0.01 0.075
H -6.9179 0.1923 0.4859 -0.01 0.00 0.00 0.096
H 4.1462 0.8672 0.5107 -0.01 0.00 0.04 0.104
C -1.7046 -1.0008 -3.5691 -0.02 -0.08 0.02 0.040
C 2.4826 0.2445 1.8142 -0.11 -0.07 -0.12 -0.425
O -3.8438 -3.7530 -4.6924 0.02 0.00 -0.06 -0.052
H 3.9294 -4.1818 -2.3161 0.02 -0.01 -0.01 0.120
H -2.6493 -2.3586 -5.6749 0.01 -0.02 0.01 0.127
H 3.2781 1.7637 5.3941 0.01 0.00 0.01 0.121
H 1.1921 2.4469 4.1682 0.02 0.02 0.01 0.129
H 4.6674 2.9274 1.6939 0.00 0.01 0.00 0.140
S -4.3572 -1.1429 0.9546 -0.06 -0.07 -0.03 0.716
H 6.3101 -3.2683 -0.4013 -0.01 -0.01 0.01 0.086
N -2.8590 0.8225 -0.0696 0.01 -0.15 -0.03 -0.188
C 1.1475 2.2595 -3.3713 -0.03 -0.01 -0.02 -0.165
H 0.7669 -3.9382 -3.0152 0.00 0.02 -0.01 0.082
O -2.6768 1.8303 -2.3922 -0.10 0.14 0.10 -0.287
O 2.1489 1.9344 -5.5773 -0.01 -0.05 0.01 -0.052
H -2.1214 -2.8752 -0.2925 -0.03 -0.03 -0.02 0.098
C -1.2780 -2.5122 2.5398 0.10 0.01 -0.01 -0.622
C 4.8313 1.3520 3.1636 0.02 0.02 0.01 -0.113
C 4.3633 -2.5571 -0.9803 -0.02 -0.02 0.00 -0.257
H 4.5189 -0.9432 0.3653 0.00 0.01 0.04 0.091
H 0.3917 -4.6817 -1.4674 -0.01 0.00 0.02 0.084
H -1.5932 -0.3989 -4.4602 -0.01 0.00 -0.03 0.128
H -3.7206 1.7063 4.6605 0.00 0.01 0.00 0.101
C 3.5059 -3.4447 -1.6424 0.05 -0.03 -0.02 0.010
C -2.0296 -2.3799 -1.2498 0.02 0.05 -0.04 -0.118
H 5.3302 1.9928 3.8963 -0.01 0.00 0.01 0.120
C -2.6960 -2.8173 -2.3843 -0.03 -0.06 0.08 0.028
H 2.5801 -1.2743 3.3302 0.00 -0.01 0.01 0.137
O -0.6143 -2.2248 1.4860 0.01 -0.27 0.00 -0.185
C 3.8359 -1.6163 -0.1232 -0.04 0.01 -0.07 0.020
H 6.3217 -1.6692 -1.1364 0.00 0.01 0.01 0.077
C 1.2102 -4.3900 -2.1247 -0.01 -0.01 -0.01 -0.035
C 4.0112 2.2105 2.1947 -0.02 -0.03 0.00 -0.279
C -4.0630 0.3072 0.2074 0.03 0.33 0.06 -0.827
```
Forces are in eV/Å.

***

No. 2
Density functional theory data (the ωB97M-V functional and the def2-TZVPD basis) for a molecular structure, C10H16Cl3NO4Sn.

DFT total energy: -2341.1473 Eh
Net charge: -2

```
35
Properties=species:S:1:pos:R:3:forces:R:3:lowdin_charge:R:1
H -2.9710 -0.6203 -1.2353 0.07 -0.14 0.01 0.061
H -0.0116 -3.1449 -1.0875 0.12 0.06 -0.01 0.074
Cl 0.3920 -2.2708 1.7003 1.01 -0.84 -0.65 0.217
H 2.2487 2.4900 -0.0294 -0.10 0.12 -0.05 0.074
H 3.1796 -1.1444 -0.4480 0.01 0.10 -0.06 0.077
C -1.7881 1.9434 -0.9562 -0.37 0.35 -0.13 -0.062
Sn -0.0521 -0.0669 1.0556 -1.92 0.79 2.75 0.724
N 0.0051 -0.0020 4.4620 0.32 -1.43 -2.51 -0.527
H -1.9851 2.2512 -1.9922 -0.12 0.08 0.08 0.080
C 0.4591 -1.0669 -1.2067 -0.52 1.39 -0.24 -0.348
C 0.7663 -2.4837 -1.4773 0.06 -0.48 -0.16 -0.088
H -2.1455 -2.1642 -1.0080 -0.15 0.15 0.04 0.060
H 1.7197 -2.7794 -1.0320 -0.14 -0.03 -0.01 0.061
Cl -2.3025 -0.4400 1.5287 -1.21 -0.08 -0.09 0.194
O -0.0039 -1.1090 4.9958 -0.18 0.88 1.78 -0.001
H 1.5849 2.9518 -1.6116 0.07 0.07 0.13 0.082
C -0.7032 0.9408 -0.9596 1.34 -0.89 -0.84 -0.344
C -0.8464 -0.4791 -1.2030 1.51 0.90 -0.83 -0.351
H 0.4158 1.9747 2.4441 -1.16 -0.19 -0.14 -0.006
O -0.4343 1.7446 1.9995 1.68 1.78 -2.00 -0.375
O 0.0474 -0.0905 3.1714 1.25 -0.18 3.14 -0.402
H -2.7100 1.5330 -0.5342 0.16 0.04 0.01 0.061
C 1.4189 -0.0361 -0.9399 -1.04 -0.24 0.06 -0.321
Cl -3.5718 -3.7578 1.4564 -0.21 -0.35 -0.21 -0.873
C 0.7148 1.2100 -0.7918 -0.96 -0.63 -0.44 -0.328
C 1.3293 2.5472 -0.6217 0.16 0.33 -0.08 -0.057
H -2.1204 -1.3742 -2.6021 -0.10 -0.07 -0.05 0.083
H -1.5183 2.8306 -0.3774 -0.03 -0.16 0.02 0.072
C 2.8822 -0.2260 -0.9643 0.48 -0.08 -0.07 -0.053
O 0.0008 1.1090 4.9906 0.06 -0.48 0.51 -0.009
H 0.8333 -2.6310 -2.5619 0.03 -0.15 -0.03 0.080
H 0.6447 3.2464 -0.1349 0.10 -0.17 0.04 0.071
H 3.2101 -0.3014 -2.0105 0.20 0.00 0.15 0.085
C -2.0907 -1.1971 -1.5208 -0.49 -0.39 -0.08 -0.080
H 3.4023 0.6129 -0.4983 0.07 -0.04 -0.04 0.068
```
Forces are in eV/Å.

***

No. 3
Density functional theory data (the ωB97M-V functional and the def2-TZVPD basis) for ClFHOPS in the gas phase.

DFT total energy: -1375.4468 Eh
Net charge: 0
Structure (SMILES): OSP(F)Cl

```
6
Properties=species:S:1:pos:R:3:forces:R:3:lowdin_charge:R:1
Cl 4.3652 -1.0271 0.6324 0.49 -1.01 -0.20 0.197
F 4.1612 1.1738 -1.2046 -0.24 -0.63 1.56 -0.447
H -0.0007 0.6866 -1.3794 0.17 -0.30 0.42 0.027
P 3.6542 0.7821 0.3243 -1.86 1.63 -1.86 0.286
S 1.6866 -0.3298 -0.3340 0.00 -0.46 0.13 0.478
O 0.0805 0.2221 -0.5237 1.44 0.77 -0.04 -0.541
```
Forces are in eV/Å.

***

No. 4
Density functional theory data (the ωB97M-V functional and the def2-TZVPD basis) for a molecular structure, CsO8S2.

DFT total energy: -1418.4316 Eh
Net charge: -3

```
11
Properties=species:S:1:pos:R:3:forces:R:3:lowdin_charge:R:1
O -0.9715 4.1040 -1.4722 0.06 -0.18 -0.80 -0.496
O 0.8251 2.8562 -0.3879 0.31 -0.55 0.11 -0.555
S 0.5128 -3.5775 0.1717 1.92 1.02 -0.58 0.082
O -0.2922 -4.7868 0.0316 -0.63 -1.07 0.25 -0.466
Cs -0.2060 -0.0340 0.2534 0.21 -0.10 -0.12 1.169
O 0.3316 -2.6940 -0.9951 -1.06 0.90 -1.29 -0.601
O 1.9745 -3.8567 0.1830 0.15 -0.87 0.77 -0.497
O -0.3425 4.6822 0.7484 0.21 -0.56 0.45 -0.505
O 0.1393 -2.7925 1.3761 -0.42 -0.06 0.91 -0.602
S -0.4811 3.5318 -0.1970 -0.31 2.31 -0.39 0.100
O -1.4901 2.5673 0.2879 -0.44 -0.83 0.69 -0.629
```
Forces are in eV/Å.

***

No. 5
Density functional theory data (the ωB97M-V functional and the def2-TZVPD basis) for 4 unconnected molecules or ions with the total composition H8O4.

DFT total energy: -305.3456 Eh
Net charge: +1
Spin multiplicity: 2
⟨S²⟩: 0.76

```
12
Properties=species:S:1:pos:R:3:forces:R:3:lowdin_charge:R:1
H 0.9674 2.3829 2.1842 0.63 0.05 1.28 0.141
H -2.0791 -2.4073 0.9033 -0.51 -0.18 0.09 0.073
H 0.1091 1.7802 1.0924 -1.43 -1.56 -0.56 0.056
H -0.6620 -2.9323 0.9932 0.27 -0.40 0.15 0.073
O 0.5850 2.5765 1.3283 0.42 0.98 -0.76 0.381
H -0.7732 -0.7324 0.4207 -0.49 -2.09 0.39 0.027
O 1.5399 0.5325 -2.1454 -0.39 0.05 0.86 -0.033
H 1.2014 -0.3434 -2.3308 0.14 -0.42 -0.36 0.043
O -1.2554 -2.4498 0.4176 0.28 0.78 -0.12 -0.012
H 1.0472 1.1088 -2.7296 -0.03 0.27 -0.38 0.051
O -0.6062 0.2057 0.3292 0.46 2.32 0.57 0.143
H -0.0742 0.2786 -0.4632 0.65 0.20 -1.15 0.057
```
Forces are in eV/Å.

***

No. 6
Density functional theory data (the ωB97M-V functional and the def2-TZVPD basis) for C3H3NO2 in the gas phase.

DFT total energy: -321.3088 Eh
Net charge: 0
Structure (SMILES): COC(=O)C#N

```
9
Properties=species:S:1:pos:R:3:forces:R:3:lowdin_charge:R:1
H 1.7029 0.1824 0.5453 -0.13 -0.09 -0.05 0.096
C -1.1765 1.4354 0.0354 -0.15 1.01 0.39 -0.079
O 0.2173 -0.2549 -0.8584 -0.19 0.00 -0.12 -0.051
C 1.1401 -0.6732 0.1601 0.21 -0.09 0.21 -0.031
O -1.9655 -0.6904 -0.5147 0.49 0.43 0.01 0.185
H 0.6101 -1.1784 0.9732 0.08 0.05 -0.12 0.102
C -1.0272 0.0486 -0.4562 -0.45 -0.36 -0.01 -0.504
H 1.8166 -1.3808 -0.3193 -0.07 0.14 0.08 0.097
N -1.3179 2.5115 0.4347 0.19 -1.07 -0.39 0.185
```
Forces are in eV/Å.

***

No. 7
Density functional theory data (the ωB97M-V functional and the def2-TZVPD basis) for 3 unconnected molecules or ions with the total composition C18H44N2O10P2.

DFT total energy: -2257.0014 Eh
Net charge: 0
Structure (SMILES): CCOCCOC(=O)N(CCCP(=O)(OCC)OCC)P(=N)(O)O.CC(C)O.CC(C)O

```
76
Properties=species:S:1:pos:R:3:forces:R:3:lowdin_charge:R:1
C -7.7936 1.1362 -1.7427 0.07 0.02 0.02 -0.061
H 2.4602 -3.3785 -0.8056 -0.07 0.09 -0.07 0.081
O 4.6196 0.5862 0.4484 -0.56 0.17 -0.30 0.034
O 4.7126 2.7834 0.9315 -0.08 -0.01 -0.15 0.129
C -8.3764 1.2154 -4.1924 0.05 0.02 -0.05 -0.061
H 0.3377 1.5413 2.9579 -0.09 0.03 0.00 0.075
H 2.8269 4.2593 1.4214 0.25 -0.03 0.10 0.075
H 2.8401 -2.3377 3.1915 -0.01 0.10 -0.08 0.092
C 1.3103 -3.1124 4.1172 0.10 0.01 0.12 -0.507
C 1.4479 0.9007 -1.1084 -0.14 0.26 -0.16 -0.181
H -7.1110 1.5084 -0.9784 0.00 0.01 -0.01 0.076
O -2.4935 0.2068 -1.8427 0.11 0.13 0.15 -0.205
C 0.0673 1.2362 -1.7208 0.25 -0.12 0.07 -0.198
H 0.2109 1.6209 -2.7312 -0.11 0.27 0.06 0.097
P 2.1416 2.4474 2.3898 -0.15 -0.32 -0.06 0.430
C 6.1552 -0.7854 -0.7852 0.04 0.09 0.01 -0.193
H 2.4586 -2.0549 5.6060 0.00 -0.02 0.02 0.084
H -0.4737 0.0567 0.9252 0.05 -0.02 -0.01 0.099
C 4.1745 -2.0826 -1.1966 -0.16 0.08 -0.03 -0.252
H 2.1185 0.6815 -1.9392 0.08 -0.29 0.12 0.109
H -8.1035 1.6426 -5.1570 0.00 0.01 0.01 0.079
H -9.4096 1.4852 -3.9707 0.00 0.00 0.01 0.080
H 3.2496 2.5423 4.2461 0.02 -0.12 0.08 -0.006
H 4.4463 -2.7589 -2.0144 0.07 -0.03 0.03 0.121
H 6.5092 -0.9018 -1.8189 0.01 -0.03 -0.01 0.131
C 3.1186 -2.6847 -0.2865 0.17 0.02 0.04 -0.052
H -1.8703 -2.6518 1.1843 -0.13 0.06 0.10 0.085
H 6.3140 1.3452 -0.5139 -0.05 0.07 -0.05 0.129
H 1.8444 -5.1005 3.4658 -0.01 0.01 0.00 0.080
C -2.9618 2.0960 -3.3389 0.07 0.27 -0.10 -0.069
O 5.3124 -1.8243 -0.3865 0.07 -0.07 0.05 -0.145
H -3.6350 1.5581 -4.0001 0.03 -0.08 0.01 0.068
C 5.5292 0.6042 -0.6663 0.13 -0.06 0.18 -0.123
O 2.2247 4.0225 2.1378 -0.30 0.00 -0.14 -0.117
H 2.5293 -1.9042 0.1916 -0.06 -0.05 0.04 0.056
H 4.9426 0.8658 -1.5506 0.05 0.02 -0.02 0.124
C -7.4346 1.7065 -3.1055 -0.07 -0.09 0.01 -0.497
O -0.7636 -1.1657 -0.7191 -0.14 0.01 -0.05 -0.200
H 3.8043 -1.1563 -1.6498 0.02 -0.01 -0.01 0.100
H 1.4479 -4.9926 5.1895 0.00 0.01 0.01 0.079
H -8.3198 0.1264 -4.2757 -0.03 0.00 0.02 0.082
H -1.9606 2.0847 -3.7726 0.05 -0.08 0.11 0.070
H 0.9575 -1.2494 5.1540 0.01 0.00 -0.01 0.073
N 2.6719 1.6730 0.9803 0.34 0.57 0.01 -0.090
H -7.7205 0.0452 -1.7599 -0.03 0.00 -0.01 0.083
H 1.2289 2.7929 -0.0759 -0.02 -0.04 0.07 0.103
H -4.0503 1.4627 -1.6200 -0.01 -0.03 0.00 0.106
H -5.9972 0.4429 -3.4907 0.02 0.01 -0.02 0.095
N 2.7714 1.8701 3.6625 0.00 0.14 -0.13 -0.130
O -0.6260 -0.9014 -3.2391 0.05 -0.12 -0.03 -0.252
C 1.4100 -2.2224 5.3464 -0.04 0.05 -0.04 -0.056
H 7.0207 -0.8494 -0.1271 0.01 0.01 0.02 0.129
P -0.9648 -0.2254 -1.9877 0.02 -0.07 -0.08 0.459
C 4.0871 1.7616 0.8050 0.28 -0.33 0.21 -0.562
C -3.0111 1.5418 -1.9353 -0.26 -0.03 -0.12 -0.268
H 1.4006 0.0264 -0.4627 0.00 -0.01 0.01 0.090
H -7.4681 2.7968 -3.0625 0.02 0.01 -0.01 0.138
O 1.9076 -2.4775 2.9882 -0.07 -0.06 0.01 -0.071
C 2.0186 2.0779 -0.3047 -0.02 -0.26 0.04 -0.164
H -2.5131 2.1964 -1.2177 0.16 -0.05 -0.01 0.104
C 1.9313 -4.4793 4.3572 0.00 -0.02 -0.09 -0.059
H -8.8120 1.4036 -1.4585 -0.01 0.00 -0.01 0.080
H -2.1621 -0.2733 0.5313 -0.03 -0.03 -0.08 0.115
C -1.1670 -0.7186 0.5837 0.02 0.13 0.19 -0.267
H 0.2603 -3.2366 3.8424 0.00 0.00 -0.01 0.124
H -0.4314 1.9956 -1.1190 -0.11 -0.03 0.02 0.082
H -0.1685 -2.3754 1.5081 0.05 0.11 0.05 0.064
H 0.9135 -2.6766 6.2052 0.01 -0.01 0.00 0.079
C -1.1513 -1.9027 1.5155 0.24 -0.28 -0.16 -0.061
H -1.3690 -1.5937 2.5378 -0.11 0.01 0.00 0.081
O -6.0785 1.4028 -3.4373 -0.04 0.00 0.05 -0.065
H -3.2932 3.1362 -3.3119 -0.05 -0.01 -0.02 0.087
H 2.9940 -4.3727 4.5927 -0.01 0.00 0.04 0.082
H 3.6381 -3.2251 0.5049 -0.07 -0.12 -0.02 0.078
H 2.7630 2.6197 -0.8944 -0.11 0.09 -0.06 0.129
O 0.5625 2.1667 2.2552 0.25 0.07 0.12 -0.138
```
Forces are in eV/Å.

***

No. 8
Density functional theory data (the ωB97M-V functional and the def2-TZVPD basis) for 2 unconnected molecules or ions with the total composition CH4O3.

DFT total energy: -265.8072 Eh
Net charge: +1
Spin multiplicity: 2
⟨S²⟩: 0.76

```
8
Properties=species:S:1:pos:R:3:forces:R:3:lowdin_charge:R:1
O 1.2238 1.2340 1.9929 0.27 0.48 0.06 0.441
H -1.3209 0.4999 0.6262 -0.18 -0.51 0.05 0.194
H 0.2754 -2.6031 -1.6832 0.31 0.24 0.04 0.042
O -0.5690 0.2787 1.2142 0.00 0.73 -0.17 0.265
C 0.1992 1.3001 1.2889 -0.67 -0.92 -0.37 -0.129
H 0.3535 -1.0477 -1.9818 0.44 -0.35 0.03 0.014
O -0.1252 -1.8621 -2.1461 -0.71 0.14 -0.07 -0.050
H -0.0368 2.2002 0.6887 0.53 0.20 0.42 0.223
```
Forces are in eV/Å.